No. 1
17
Properties=species:S:1:pos:R:3:forces:R:3:mulliken_charge:R:1 method="wB97M-V/def2-TZVPD" charge=+1 fmax_ev_per_a=2.81 homo_energy_ev="-12.38 / -13.43" s_squared=20.031 multiplicity=9 homo_lumo_gap_ev="8.86 / 8.64"
O -0.7822 -0.4762 1.3060 -0.003 -1.098 -0.546 -0.67
C -0.4232 0.8451 1.0784 0.449 1.237 0.106 -0.37
C -0.4878 1.1867 -0.4016 -0.335 0.482 0.130 -0.48
O 0.2020 0.1298 -1.1020 0.006 -0.699 0.637 -0.22
C 0.4077 0.3210 -2.4414 0.241 0.098 -1.073 0.23
C 1.2869 -0.3964 -3.1335 -0.351 0.104 0.187 -0.83
Gd -0.3728 -2.0529 0.0309 -0.056 0.625 0.503 1.14
H 0.6076 1.0375 1.4382 -0.380 -0.085 -0.080 0.28
H -1.0848 1.5592 1.6056 0.198 -0.373 -0.107 0.31
H 0.0028 2.1453 -0.6186 -0.118 -0.241 0.086 0.40
H -1.5281 1.2173 -0.7610 0.238 -0.005 0.067 0.35
H -0.2157 1.0991 -2.8901 0.185 -0.220 0.143 0.34
H 1.9090 -1.1568 -2.6596 -0.046 0.241 -0.149 0.23
H 1.3854 -0.2218 -4.2037 0.003 -0.115 0.347 0.26
O -0.1650 -2.7090 3.6234 -0.604 0.945 -1.054 -0.40
C -0.3528 -1.6842 4.1614 1.084 -0.904 2.431 0.74
O -0.3891 -0.8439 4.9677 -0.511 0.008 -1.626 -0.31

=====

No. 2
15
Properties=species:S:1:pos:R:3:forces:R:3:mulliken_charge:R:1 method="wB97M-V/def2-TZVPD" de_lowest_kj_mol=196.2 fmax_ev_per_a=5.45 homo_energy_ev=-9.69 multiplicity=1 homo_lumo_gap_ev=10.31
N -0.0952 1.4223 0.8844 0.652 -1.522 2.769 -0.90
C -0.2244 0.0153 0.4407 -0.351 -2.201 1.369 0.79
C -1.2854 -0.1483 -0.6022 -1.175 -2.181 0.231 -1.03
O -2.6244 -0.3531 -0.0500 0.269 3.060 -0.194 -0.52
C 1.1126 -0.5108 -0.1028 2.400 3.317 -3.590 0.40
N 2.2534 0.1013 0.4804 -3.769 0.668 2.508 -0.52
O 1.2362 -0.9348 -1.2615 -0.749 -1.068 2.234 -0.58
H -1.0595 1.6900 1.0814 0.138 0.314 0.028 0.28
H 0.3027 1.2561 1.8860 -0.831 1.077 -2.025 0.31
H -0.5441 -0.7049 1.2964 0.458 1.166 -1.096 0.17
H -1.1833 -1.0797 -1.1316 0.829 -0.221 -0.265 0.31
H -1.2632 0.6231 -1.3270 -0.035 1.027 -0.663 0.45
H -2.9902 0.5731 -0.1089 -0.098 -1.688 0.416 0.33
H 3.1075 0.0770 0.0408 1.859 -0.530 -1.614 0.24
H 2.0116 1.0658 0.7879 0.402 -1.219 -0.106 0.28

=====

No. 3
21
Properties=species:S:1:pos:R:3:forces:R:3:mulliken_charge:R:1 method="wB97M-V/def2-TZVPD" de_lowest_kj_mol=143.8 fmax_ev_per_a=6.45 homo_energy_ev=-9.65 multiplicity=1 homo_lumo_gap_ev=10.49
C -0.1548 0.1452 1.5954 3.354 1.968 -3.408 0.54
C -0.5086 -1.3284 -1.8155 -0.969 0.726 2.325 0.08
C 0.8495 1.1342 1.9822 1.802 4.683 2.429 -0.49
C 1.6063 1.7684 0.7083 -6.267 -1.513 0.135 -0.65
C 1.1652 0.6645 -0.2815 0.122 1.577 -2.858 -0.51
C -0.7218 -1.1748 -0.3387 0.657 0.695 2.046 0.45
N -0.0623 0.0891 0.2181 -0.908 -2.365 0.071 -0.06
N -1.6312 -1.2027 -2.4576 -5.349 -0.004 -3.234 -0.34
O -0.8405 -0.4831 2.3128 -2.551 -2.122 2.178 -0.66
O 0.5768 -1.4850 -2.2659 2.394 -0.596 -1.213 -0.60
O -2.0426 -1.0918 0.0756 -0.591 0.096 -0.250 -0.65
H 0.2718 2.0028 2.5069 0.990 -1.523 -0.616 0.23
H 1.5991 0.8044 2.7444 -0.855 -0.177 -0.568 0.28
H 1.0949 2.7255 0.3784 0.585 -1.059 0.635 0.23
H 2.5972 1.9325 0.7422 3.401 0.210 0.518 0.43
H 0.9207 1.1995 -1.2626 0.462 -1.047 0.981 0.24
H 1.9098 -0.0986 -0.5108 0.084 0.022 0.207 0.35
H -0.3612 -2.0891 0.1789 0.835 0.539 -0.380 0.22
H -2.6263 -1.0845 -2.1000 2.539 -0.175 0.512 0.25
H -1.7406 -1.4142 -3.4563 1.027 0.191 0.587 0.26
H -1.9016 -1.0140 1.0457 -0.762 -0.126 -0.098 0.38

=====

No. 4
20
Properties=species:S:1:pos:R:3:forces:R:3:mulliken_charge:R:1 method="wB97M-V/def2-TZVPD" de_lowest_kj_mol=64.3 fmax_ev_per_a=3.75 homo_energy_ev=-9.84 multiplicity=1 homo_lumo_gap_ev=10.65
C -0.5327 0.7124 1.6575 1.105 2.612 -1.628 0.10
C 0.5165 1.8527 1.5051 0.551 0.136 0.452 -1.24
C -1.6378 1.1760 0.7027 -0.733 -0.259 0.265 -1.15
H -0.8110 0.6011 2.6987 -0.139 -0.450 -0.076 0.29
H 0.0174 -0.0743 1.1948 -0.231 -1.509 0.285 0.00
H 0.2173 2.7604 2.0355 0.032 0.012 -0.110 0.35
H 1.5391 1.6035 1.8106 -0.254 -0.186 0.467 0.34
H -1.2488 1.4020 -0.2910 0.218 -0.397 -0.026 0.29
H 0.6581 2.0958 0.4486 -0.325 0.090 -0.002 0.30
H -2.0636 2.1377 1.0034 -0.134 -0.159 0.342 0.39
H -2.4417 0.4460 0.5917 -0.084 0.083 0.018 0.30
C 1.5891 -1.2059 -1.8839 0.470 1.098 1.660 -1.01
C 0.6611 -1.9382 -0.9664 -2.863 -2.419 0.004 0.71
O 0.8922 -2.7303 -0.0681 1.738 0.792 0.124 -0.64
N -0.6859 -1.9002 -1.3116 1.411 1.364 -0.663 -0.38
H 1.1193 -0.3063 -2.2778 -0.179 -0.339 -0.605 0.36
H 2.0375 -1.8809 -2.5948 -0.080 -0.044 -0.379 0.29
H -1.2761 -2.5784 -0.8680 -0.199 0.065 -0.103 0.22
H -0.9211 -1.3835 -2.1402 -0.634 -0.214 0.058 0.19
H 2.3711 -0.7897 -1.2469 0.331 -0.275 -0.082 0.28

=====

No. 5
66
Properties=species:S:1:pos:R:3:forces:R:3:mulliken_charge:R:1 method="wB97M-V/def2-TZVPD" de_lowest_kj_mol=0.0 fmax_ev_per_a=0.90 homo_energy_ev=-8.26 multiplicity=1 homo_lumo_gap_ev=8.72
C 5.5663 3.1814 1.2809 -0.053 0.042 0.092 -0.60
O 5.9455 2.2347 0.3027 -0.006 -0.088 -0.130 -0.34
C 6.9619 1.3535 0.6967 -0.021 -0.187 0.118 -0.45
C 6.5245 0.3340 1.7665 0.109 0.346 -0.057 -0.88
N 5.2805 -0.3011 1.4092 0.204 -0.164 -0.156 -0.10
C 4.1146 0.0601 2.0100 0.172 -0.218 -0.098 0.16
O 4.0786 0.7668 2.9979 -0.189 0.185 0.136 -0.64
C 2.8911 -0.5131 1.3810 -0.403 -0.217 -0.115 0.39
C 2.8657 -1.7930 0.8421 0.150 0.167 0.086 -0.81
C 1.6919 -2.2886 0.3057 -0.221 0.029 -0.024 -0.44
C 0.5338 -1.5221 0.2733 0.247 0.082 0.090 -0.35
C 0.5690 -0.2144 0.7934 0.274 -0.083 0.078 -0.15
C 1.7405 0.2654 1.3626 0.174 0.088 0.127 -1.09
H 1.7723 1.2570 1.7829 -0.020 0.009 -0.001 0.84
N -0.5948 0.5505 0.7084 -0.037 -0.340 -0.223 0.18
C -0.7849 1.8403 1.1061 -0.440 0.077 -0.048 0.17
O 0.0521 2.5660 1.5853 0.190 0.066 0.033 -0.64
C -2.2098 2.2975 0.9376 -0.037 0.098 0.158 -0.13
C -2.5385 3.4130 0.1765 -0.246 -0.109 0.126 0.64
C -3.8258 3.9128 0.1177 0.236 0.094 -0.058 -0.56
C -4.8240 3.2949 0.8477 0.198 -0.090 0.045 -0.46
C -4.5423 2.1793 1.6153 0.092 -0.144 0.142 -0.50
C -3.2488 1.6997 1.6396 -0.046 0.279 -0.167 0.78
F -2.9768 0.5949 2.3762 -0.032 0.085 -0.009 -0.43
H -5.3082 1.6726 2.1797 -0.061 -0.065 0.074 0.46
H -5.8317 3.6761 0.8085 -0.098 0.036 -0.012 0.39
H -4.0302 4.7707 -0.5022 0.008 0.086 -0.072 0.48
F -1.5794 4.0048 -0.5529 -0.014 -0.055 0.073 -0.37
H -1.3494 0.0886 0.2176 0.017 0.176 0.006 -0.25
N -0.6751 -1.9945 -0.3002 0.110 -0.001 0.007 1.28
C -0.5260 -2.9095 -1.4123 -0.062 0.039 -0.292 -1.65
H 0.2454 -2.5181 -2.0788 -0.036 -0.072 0.035 0.56
C -1.8749 -2.9912 -2.1487 0.144 -0.175 0.143 0.18
C -2.2610 -1.5901 -2.5400 0.451 -0.118 -0.773 0.60
C -1.7615 -1.0370 -3.6861 -0.095 -0.316 0.189 -0.72
C -2.0358 0.3073 -3.9919 -0.184 0.173 0.259 -0.51
C -2.8040 1.0490 -3.1545 0.169 0.112 -0.290 -0.89
C -3.3697 0.4866 -1.9669 -0.113 0.044 0.042 0.43
O -4.1075 1.0718 -1.1834 -0.164 -0.028 -0.154 -0.64
N -3.0240 -0.8500 -1.7038 -0.104 0.200 -0.078 0.33
C -3.6457 -1.3950 -0.5058 -0.292 -0.136 0.587 -0.49
C -3.0231 -2.6937 -0.0137 0.091 0.045 -0.112 0.33
C -2.8942 -3.6274 -1.2125 -0.004 0.031 0.042 -1.63
H -2.5498 -4.6158 -0.9031 0.007 -0.038 -0.033 0.51
H -3.8587 -3.7431 -1.7103 -0.039 -0.047 0.009 0.42
H -3.6961 -3.1204 0.7358 0.020 0.068 -0.057 0.44
C -1.6568 -2.4894 0.6544 -0.302 -0.163 0.198 -1.05
H -1.7470 -1.7796 1.4794 0.002 -0.014 0.001 0.46
H -1.3320 -3.4554 1.0803 0.035 0.067 0.017 0.38
H -3.6097 -0.6187 0.2626 -0.032 -0.113 -0.091 -0.20
H -4.7079 -1.5567 -0.7288 0.096 0.064 0.096 0.61
H -3.0377 2.0829 -3.3498 -0.033 0.093 -0.002 0.50
H -1.6280 0.7399 -4.8933 0.018 0.089 -0.077 0.42
H -1.1525 -1.6337 -4.3448 0.064 -0.139 -0.011 0.47
H -1.7482 -3.5922 -3.0532 -0.013 0.110 0.047 0.59
H -0.2418 -3.9273 -1.0959 0.030 0.045 0.016 0.44
H 1.6782 -3.2948 -0.0850 -0.045 -0.088 -0.047 0.43
H 3.7429 -2.4223 0.8744 0.081 -0.048 0.009 0.56
H 5.2353 -0.7200 0.4933 -0.160 0.055 0.066 0.30
H 6.3557 0.8280 2.7258 0.104 -0.112 -0.088 0.41
H 7.3110 -0.4182 1.8832 0.000 0.109 0.055 0.36
H 7.2438 0.8245 -0.2195 0.083 0.021 0.097 0.33
H 7.8384 1.9047 1.0712 -0.030 -0.068 -0.059 0.35
H 5.0602 2.7151 2.1307 0.043 0.032 -0.029 0.26
H 4.8758 3.8611 0.7860 0.016 0.060 0.077 0.22
H 6.4385 3.7410 1.6392 -0.002 0.031 -0.014 0.29

=====

No. 6
17
Properties=species:S:1:pos:R:3:forces:R:3:mulliken_charge:R:1 method="wB97M-V/def2-TZVPD" de_lowest_kj_mol=0.2 charge=-1 fmax_ev_per_a=0.90 homo_energy_ev=-2.76 multiplicity=1 homo_lumo_gap_ev=6.96
C -0.5719 1.5452 1.0237 0.039 -0.200 -0.161 -0.54
C -1.6988 1.2221 0.0199 0.640 -0.194 -0.113 -0.54
S -1.1057 0.3075 -1.4442 -0.093 0.263 -0.210 -0.67
N 0.6416 2.0997 0.4089 -0.186 0.192 -0.277 -0.69
H -0.2443 0.6391 1.5458 -0.247 0.021 0.071 0.23
H -0.9414 2.2719 1.7560 0.018 -0.101 0.155 0.33
H -2.1163 2.1897 -0.2764 -0.285 -0.075 -0.087 0.26
H -2.4667 0.5884 0.4647 -0.136 0.352 0.355 0.24
H 0.3313 2.8514 -0.2109 0.095 0.030 0.177 0.26
H 0.9160 1.3945 -0.2786 0.014 -0.028 0.044 0.26
C 1.5668 -2.0027 -0.2390 -0.428 -0.766 -0.203 -0.55
N 0.4131 -2.5272 -0.9778 -0.186 0.546 -0.275 -0.59
H 1.2900 -1.3559 0.6000 0.149 0.101 0.013 0.13
H 2.1864 -1.4538 -0.9473 0.074 0.152 0.169 0.20
H 2.1422 -2.8579 0.1307 0.161 0.185 0.105 0.34
H -0.1213 -3.1968 -0.4396 0.118 0.036 0.262 0.20
H -0.2212 -1.7153 -1.1359 0.255 -0.513 -0.025 0.12

=====

Question: Look up the multiplicity of the fourth one.
Answer: 1

=====

Question: Look up the multiplicity of the fourth one.
Answer: 1